{"formula": "C23H37AsFeN7O2S5", "method": "ωB97M-V/def2-TZVPD", "symbols": ["Fe", "S", "As", "S", "S", "S", "C", "C", "C", "C", "C", "C", "C", "C", "C", "C", "C", "C", "O", "H", "H", "H", "H", "H", "H", "H", "H", "H", "H", "H", "H", "H", "H", "H", "H", "H", "C", "C", "C", "C", "N", "C", "N", "N", "N", "H", "H", "H", "H", "H", "H", "H", "H", "H", "H", "N", "C", "N", "C", "N", "C", "C", "S", "O", "C", "C", "H", "H", "H", "H", "H", "H", "H", "H", "H", "H"], "positions_angstrom": [[-2.336231, 0.428965, 2.161414], [-2.648025, -1.746209, 5.947694], [-3.788670, -1.194039, 4.274847], [-3.577300, 1.045408, 3.921248], [-2.679924, -1.774429, 2.377901], [-5.798087, -1.757686, 4.141307], [-1.062627, 3.752337, 0.548869], [0.161780, 2.973424, 0.062311], [-0.184945, 1.814464, -0.874446], [1.060049, 2.521100, 1.196373], [2.360108, 3.012245, 1.238073], [3.256071, 2.633488, 2.223645], [2.823390, 1.750297, 3.200472], [1.532410, 1.235054, 3.218265], [1.133139, 0.336957, 4.373854], [0.779145, -1.086273, 3.939493], [0.037376, 0.970010, 5.234136], [0.629400, 1.608539, 2.191145], [-0.604175, 1.131857, 2.175469], [-1.685905, 4.051814, -0.298036], [-0.747079, 4.654059, 1.079242], [-1.674881, 3.162735, 1.225603], [0.760639, 3.677737, -0.526797], [-0.691121, 1.011594, -0.342310], [0.725672, 1.401606, -1.314608], [-0.830030, 2.155049, -1.689904], [2.671733, 3.705510, 0.462693], [4.267573, 3.021500, 2.234064], [3.502524, 1.451209, 3.993146], [2.025707, 0.260996, 5.006892], [0.002786, -1.095805, 3.176660], [0.395149, -1.662520, 4.783338], [1.664663, -1.592911, 3.543270], [-0.891176, 1.098038, 4.682488], [0.359758, 1.950989, 5.594906], [-0.192119, 0.332528, 6.089474], [0.972897, -1.411336, -5.537019], [0.032139, -0.218868, -5.391144], [0.489475, 0.702596, -4.265989], [-1.422416, -0.653639, -5.200441], [-1.619324, -1.552699, -4.071514], [-1.804145, -1.304811, -2.771127], [-1.942826, -2.445130, -2.139013], [-1.822298, -3.401426, -3.083237], [-1.625292, -2.882049, -4.239950], [1.978449, -1.068896, -5.791161], [0.634761, -2.100814, -6.314347], [1.039977, -1.959629, -4.595509], [0.026923, 0.348620, -6.329914], [0.582401, 0.142706, -3.333275], [-0.210824, 1.527235, -4.120205], [1.475270, 1.117782, -4.489350], [-1.773104, -1.205352, -6.072703], [-2.062342, 0.214285, -5.040980], [-1.833715, -0.319099, -2.338450], [-3.079276, 1.950716, -3.811898], [-3.565867, 1.945229, -2.756596], [-4.189187, 1.993199, -1.600607], [-3.640952, 1.483223, -0.553074], [-3.163381, 1.070342, 0.422509], [3.151782, -0.396044, 0.020464], [2.461520, -1.705640, 0.360138], [0.878209, -1.803122, -0.503723], [1.227122, -1.745379, -1.964099], [0.516870, -3.535350, -0.152873], [0.375536, -3.846289, 1.329840], [4.131518, -0.351075, 0.498390], [2.571544, 0.454817, 0.378060], [3.281577, -0.305466, -1.058696], [2.247452, -1.773748, 1.426936], [3.046622, -2.574132, 0.043514], [1.309579, -4.105695, -0.644580], [-0.419079, -3.709414, -0.684475], [1.330500, -3.796570, 1.853796], [-0.022008, -4.854443, 1.453067], [-0.322862, -3.164270, 1.817045]], "forces_ev_per_angstrom": [[0.037, 0.057, 0.020], [-0.007, -0.012, -0.002], [0.007, 0.012, 0.032], [-0.042, -0.023, 0.002], [0.018, -0.008, 0.012], [0.000, 0.006, -0.011], [0.003, -0.006, -0.007], [0.006, 0.003, 0.004], [-0.006, 0.000, 0.000], [-0.009, -0.010, -0.007], [0.000, 0.001, 0.008], [-0.007, -0.003, -0.001], [0.003, -0.011, -0.003], [0.015, -0.013, 0.012], [-0.004, 0.010, -0.003], [0.006, 0.002, -0.010], [0.003, -0.003, 0.002], [0.007, 0.040, 0.091], [-0.024, -0.047, -0.185], [0.001, -0.002, -0.001], [-0.002, -0.002, 0.001], [-0.014, -0.020, 0.009], [0.001, -0.001, -0.001], [-0.002, -0.005, 0.003], [0.002, -0.006, -0.004], [-0.003, -0.004, -0.002], [0.001, 0.000, 0.000], [0.001, 0.000, 0.000], [0.001, 0.001, 0.001], [0.002, 0.001, -0.001], [0.010, -0.001, 0.006], [-0.003, 0.003, 0.000], [0.005, -0.005, -0.005], [0.019, 0.002, 0.019], [-0.001, 0.005, 0.000], [0.000, 0.003, -0.005], [-0.001, 0.003, 0.000], [-0.003, -0.004, -0.002], [0.001, 0.001, 0.007], [0.008, -0.001, 0.002], [0.064, -0.013, 0.019], [-0.064, 0.005, -0.007], [0.015, -0.005, -0.023], [0.026, 0.006, -0.006], [-0.060, 0.000, 0.005], [0.002, 0.003, -0.003], [0.001, -0.001, 0.002], [-0.002, -0.002, 0.004], [0.001, 0.002, 0.001], [-0.002, -0.005, 0.009], [-0.001, 0.000, 0.003], [0.002, 0.001, -0.002], [-0.001, 0.002, 0.000], [0.007, 0.000, 0.006], [-0.004, 0.005, -0.007], [-0.010, -0.011, -0.002], [0.025, 0.014, 0.012], [-0.111, -0.045, 0.025], [0.267, 0.091, -0.100], [-0.167, -0.027, 0.085], [0.006, -0.003, -0.004], [-0.003, 0.005, 0.004], [-0.032, 0.007, -0.028], [0.008, 0.008, -0.008], [-0.018, -0.008, -0.009], [-0.001, 0.002, -0.006], [0.000, 0.001, 0.001], [-0.003, 0.006, 0.006], [-0.001, 0.000, 0.000], [-0.005, 0.002, 0.009], [0.002, 0.001, 0.005], [0.005, 0.001, 0.004], [0.027, -0.001, 0.011], [0.001, -0.001, 0.002], [-0.005, 0.002, 0.002], [0.004, -0.001, 0.002]], "max_force_ha_per_bohr": 0.0058, "e_above_lowest_kcal_mol": 0.0, "spin_multiplicity": 6, "total_charge": -2}